w) # C3H11NO

A 2-piece molecular cluster, C3H11NO overall (the ωB97M-V functional and the def2-TZVPD basis, the Open Molecules 2025 dataset).

CARTESIAN COORDINATES (ANGSTROEM)
C 0.55859 1.39240 -0.66339
C 0.03771 0.34602 -1.65051
O -0.54431 -0.78264 -1.00957
C 0.26235 -1.63723 -0.22956
H 1.31304 1.99138 -1.15979
H 0.99726 0.87913 0.18397
H -0.25435 2.01283 -0.28661
H -0.76433 0.71994 -2.26981
H 0.85960 0.02643 -2.30668
H 0.51087 -2.54586 -0.77197
H 1.14460 -1.16953 0.20344
H -0.39836 -1.94716 0.59056
N -0.53068 0.43151 3.01642
H -0.84712 1.26211 3.50147
H 0.48402 0.53125 3.03396
H -0.77808 0.41344 2.03326

The value obtained for the HOMO energy is -9.71 eV. Its LUMO energy is 0.03602 Eh. For the HOMO-LUMO gap, the calculation gives 10.7 eV. Its total charge is 0. Its structure (SMILES) is CCOC.N.

Charges in e, computed with Mulliken, in the same order as the atoms:
1. C -0.84
2. C -0.25
3. O -0.37
4. C -0.69
5. H 0.33
6. H 0.18
7. H 0.24
8. H 0.27
9. H 0.29
10. H 0.27
11. H 0.32
12. H 0.23
13. N -0.69
14. H 0.22
15. H 0.24
16. H 0.25

***

x) # C3H11NO

A 2-piece molecular cluster, C3H11NO overall (the ωB97M-V functional and the def2-TZVPD basis, the Open Molecules 2025 dataset).

CARTESIAN COORDINATES (ANGSTROEM)
C 0.19180 0.78236 -1.67438
N 0.28106 -0.26398 -0.68807
C 1.63346 -0.58716 -0.16723
C -0.57438 0.06716 0.37458
H 0.85881 0.60402 -2.53455
H 0.48009 1.73400 -1.19701
H -0.84312 0.87390 -2.04474
H 2.29872 0.28824 -0.25511
H 2.00913 -1.38270 -0.83253
H 1.66847 -0.95265 0.87286
H -1.58919 0.36100 0.05767
H -0.14598 0.88173 0.98249
H -0.64961 -0.83737 1.00129
O -1.61169 -0.28813 2.22859
H -2.37496 -0.00887 1.67388
H -1.63262 -1.27156 2.20226

The value obtained for the HOMO energy is -8.02 eV. Its LUMO energy is 0.02604 Eh. For the HOMO-LUMO gap, the calculation gives 8.7 eV. Its total charge is 0. Its structure (SMILES) is CN(C)C.O.

Charges in e, computed with Mulliken, in the same order as the atoms:
1. C -0.98
2. N -0.03
3. C -0.90
4. C -0.88
5. H 0.31
6. H 0.38
7. H 0.29
8. H 0.30
9. H 0.29
10. H 0.33
11. H 0.14
12. H 0.37
13. H 0.26
14. O -0.64
15. H 0.39
16. H 0.37

***

Going by the energies, w) is most stable and the next is 182.6 kJ/mol up.

***

w) # C7H15NO4S

One molecule with the formula C7H15NO4S (the ωB97M-V functional and the def2-TZVPD basis, the Open Molecules 2025 dataset).

CARTESIAN COORDINATES (ANGSTROEM)
C -0.35386 -1.12094 0.91736
C 1.20799 0.19560 -1.18840
C 3.14978 -0.47129 0.38855
C 1.84974 -2.20162 -0.79743
C -4.13550 0.07946 1.26069
C -2.62971 1.58660 0.00686
C 1.72176 -0.82522 -0.16399
N -2.82078 0.30084 0.60319
O -0.83404 -1.09494 -0.27348
O -1.05518 -1.30343 1.87003
O -2.84065 -0.86897 -1.72459
O 0.97927 -0.99028 1.06047
S -2.60422 -1.14419 -0.33840
H 1.89686 0.93004 -1.11304
H 1.30641 -0.23612 -2.19611
H 0.19474 0.51113 -0.89424
H 3.13621 0.52520 0.68429
H 3.88974 -0.63044 -0.32964
H 3.49546 -0.96565 1.25690
H 1.66441 -2.95133 -0.07531
H 1.00964 -2.31174 -1.51142
H 2.74219 -2.29705 -1.46077
H -4.15984 0.97972 1.89212
H -5.12343 0.05550 0.68558
H -4.01876 -0.80296 1.82963
H -2.20925 1.47874 -0.96156
H -3.72784 1.86227 -0.25525
H -2.08266 2.28318 0.58656

The value obtained for the HOMO energy is -9.50 eV. Its LUMO energy is 0.02422 Eh. For the HOMO-LUMO gap, the calculation gives 10.2 eV. Its total charge is 0.

Charges in e, computed with Mulliken, in the same order as the atoms:
1. C 0.77
2. C -1.49
3. C -1.91
4. C -1.71
5. C -1.14
6. C -1.03
7. C 1.90
8. N 0.07
9. O -0.30
10. O -0.61
11. O -0.53
12. O -0.36
13. S 0.49
14. H 0.57
15. H 0.34
16. H 0.21
17. H 0.50
18. H 0.43
19. H 0.42
20. H 0.40
21. H 0.37
22. H 0.39
23. H 0.43
24. H 0.28
25. H 0.45
26. H 0.42
27. H 0.38
28. H 0.23

***

x) # C7H15NO4S

One molecule with the formula C7H15NO4S (the ωB97M-V functional and the def2-TZVPD basis, the Open Molecules 2025 dataset).

CARTESIAN COORDINATES (ANGSTROEM)
C 3.27827 0.34819 -0.31453
C 2.33469 -0.56872 -0.08274
C 2.21454 -1.48172 1.03424
C 1.27039 -0.80395 -1.13160
N -0.08416 -0.87993 -0.74271
C -0.81176 0.73560 -0.44691
O 0.00394 1.76536 -0.82221
C -2.14938 0.91058 -1.15806
C -3.23292 0.01610 -0.64511
S -0.90234 0.86459 1.40178
O -2.02485 1.72786 1.83648
O 0.42809 1.17193 1.81053
O -1.17308 -0.61821 1.75564
H 3.30369 0.89827 -1.21747
H 4.14447 0.42558 0.34251
H 2.09031 -0.83073 1.90780
H 3.16427 -1.96534 1.41753
H 1.31089 -2.12036 1.04527
H 1.19482 -0.01059 -1.97605
H 1.62603 -1.72000 -1.69222
H -0.12189 -1.43042 0.10481
H 0.80885 1.91470 -0.26351
H -2.50451 2.01159 -1.13206
H -1.92860 0.72152 -2.36001
H -3.65813 0.41600 0.40253
H -4.13571 0.21137 -1.23671
H -2.96619 -1.00050 -0.54797
H -1.47974 -0.70875 2.71075

The value obtained for the HOMO energy is -9.10 eV. Its LUMO energy is 0.00880 Eh. For the HOMO-LUMO gap, the calculation gives 9.3 eV. Its total charge is 0. Its structure (SMILES) is C=C(C)CN[C@@](O)(CC)S(=O)(=O)O.

Charges in e, computed with Mulliken, in the same order as the atoms:
1. C -1.27
2. C 1.19
3. C -1.30
4. C -0.87
5. N -0.36
6. C 0.27
7. O -0.55
8. C -0.34
9. C -1.19
10. S 1.24
11. O -0.64
12. O -0.62
13. O -0.51
14. H 0.34
15. H 0.31
16. H 0.28
17. H 0.38
18. H 0.31
19. H 0.40
20. H 0.32
21. H 0.23
22. H 0.48
23. H 0.28
24. H 0.29
25. H 0.21
26. H 0.40
27. H 0.34
28. H 0.38

***

Going by the energies, w) is most stable and the next is 99.2 kJ/mol up.

***

w) # C2HN3O3

One molecule with the formula C2HN3O3 (the ωB97M-V functional and the def2-TZVPD basis, the Open Molecules 2025 dataset).

CARTESIAN COORDINATES (ANGSTROEM)
O 1.77082 -1.13281 -0.26171
C 0.60762 -0.65003 -0.04973
N -0.50461 -1.39539 0.22339
N -1.62133 -0.88981 0.13950
O -1.74187 0.53032 -0.10577
N -0.79933 1.36196 -0.16786
C 0.39042 0.73587 -0.11852
O 1.51338 1.27099 0.28078
H 2.14997 0.59954 0.33777

The value obtained for the HOMO energy is -10.39 eV. Its LUMO energy is -0.06146 Eh. For the HOMO-LUMO gap, the calculation gives 8.7 eV. Its total charge is 0. Its structure (SMILES) is O=c1nnonc1O.

Charges in e, computed with Mulliken, in the same order as the atoms:
1. O -0.62
2. C 0.57
3. N -0.17
4. N 0.01
5. O -0.06
6. N -0.24
7. C 0.58
8. O -0.43
9. H 0.37

***

x) # C2HN3O3

One molecule with the formula C2HN3O3 (the ωB97M-V functional and the def2-TZVPD basis, the Open Molecules 2025 dataset).

CARTESIAN COORDINATES (ANGSTROEM)
O 2.13573 -1.13810 0.05568
C 1.47616 -0.16633 -0.05408
O 1.95728 1.13347 -0.02918
C -0.10534 -0.11304 0.01618
N -0.87758 -1.18509 -0.03802
N -2.13145 -0.62611 -0.01246
N -2.18648 0.65071 0.02996
O -0.73138 1.00059 0.01040
H 1.25050 1.83201 0.07574

The value obtained for the HOMO energy is -12.11 eV. Its LUMO energy is -0.03252 Eh. For the HOMO-LUMO gap, the calculation gives 11.2 eV. Its total charge is 0. Its structure (SMILES) is O=C(O)c1nnno1.

Charges in e, computed with Mulliken, in the same order as the atoms:
1. O -0.40
2. C 0.40
3. O -0.50
4. C 0.80
5. N -0.30
6. N -0.13
7. N -0.02
8. O -0.24
9. H 0.41

***

y) # C2HN3O3

A 2-piece molecular cluster, C2HN3O3 overall (the ωB97M-V functional and the def2-TZVPD basis, the Open Molecules 2025 dataset).

CARTESIAN COORDINATES (ANGSTROEM)
C 0.21914 0.77087 -1.10114
C 0.30989 -0.87489 1.27039
N -1.03349 0.92413 -0.79923
N -1.73277 0.42667 0.23449
N 1.06326 -0.59610 0.34229
O 1.09138 1.43853 -1.43682
O -0.18734 -1.09525 2.26629
O -1.83078 -0.29631 -0.94214
H 2.10071 -0.69766 0.16588

The value obtained for the HOMO energy (alpha / beta) is -9.18 / -8.10 eV. Its LUMO energy (alpha / beta) is -0.02009 / -0.03236 Eh. For the HOMO-LUMO gap (alpha / beta), the calculation gives 8.6 / 7.2 eV. Its total charge is 0.

Charges in e, computed with Mulliken, in the same order as the atoms:
1. C 0.51
2. C 0.63
3. N 0.25
4. N -0.39
5. N -0.50
6. O -0.31
7. O -0.33
8. O -0.15
9. H 0.28

***

Going by the energies, x) is most stable and the next is 274.0 kJ/mol up.

***

w) # C2H4NO2P

One molecule with the formula C2H4NO2P (the ωB97M-V functional and the def2-TZVPD basis, the Open Molecules 2025 dataset).

CARTESIAN COORDINATES (ANGSTROEM)
C -0.62122 0.59262 -0.34354
C -0.67738 -0.81589 0.42950
N 1.76320 0.25481 -0.04711
O 0.69569 1.16559 -0.26692
O 2.84058 0.76400 0.18700
P 0.58399 -1.84536 -0.39678
H -0.93847 0.43057 -1.44978
H -1.25677 1.23776 0.27488
H -0.77262 -0.64994 1.45076
H -1.61699 -1.13417 0.16199

The value obtained for the HOMO energy (alpha / beta) is -7.56 / -7.51 eV. Its LUMO energy (alpha / beta) is -0.03058 / -0.02927 Eh. For the HOMO-LUMO gap (alpha / beta), the calculation gives 6.7 / 6.7 eV. Its total charge is 0.

Charges in e, computed with Mulliken, in the same order as the atoms:
1. C -0.38
2. C -0.85
3. N 0.26
4. O -0.18
5. O -0.37
6. P 0.03
7. H 0.32
8. H 0.28
9. H 0.45
10. H 0.44

***

x) # C2H4NO2P

One molecule with the formula C2H4NO2P (the ωB97M-V functional and the def2-TZVPD basis, the Open Molecules 2025 dataset).

CARTESIAN COORDINATES (ANGSTROEM)
O -2.14993 -0.58369 -0.18062
C -0.96314 -0.32718 -0.10324
C -0.30548 1.03904 -0.22666
O 1.09545 0.81431 -0.52047
P 1.59826 -0.58336 0.02970
N 0.08277 -1.26389 -0.01056
H -0.85585 1.49083 -1.10962
H -0.29144 1.67586 0.57463
H 1.81694 0.01682 1.31998
H -0.02757 -2.27874 0.22686

The value obtained for the HOMO energy is -9.10 eV. Its LUMO energy is 0.02879 Eh. For the HOMO-LUMO gap, the calculation gives 9.9 eV. Its total charge is 0. Its structure (SMILES) is O=C1COPN1.

Charges in e, computed with Mulliken, in the same order as the atoms:
1. O -0.57
2. C 0.42
3. C -0.21
4. O -0.31
5. P 0.02
6. N -0.13
7. H 0.22
8. H 0.28
9. H 0.02
10. H 0.28

***

y) # C2H4NO2P

One molecule with the formula C2H4NO2P (the ωB97M-V functional and the def2-TZVPD basis, the Open Molecules 2025 dataset).

CARTESIAN COORDINATES (ANGSTROEM)
C -0.68390 0.67813 -0.16895
C -0.46535 -0.79920 0.19983
P 1.36270 -1.18337 0.06037
O 1.78987 0.17216 -1.01330
N 1.59577 0.52322 0.28607
O 0.40387 1.32739 0.50910
H -0.66731 0.63941 -1.18478
H -1.60978 1.02856 0.21493
H -0.57226 -0.87141 1.33097
H -1.15359 -1.51489 -0.23423

The value obtained for the HOMO energy is -9.48 eV. Its LUMO energy is 0.00494 Eh. For the HOMO-LUMO gap, the calculation gives 9.6 eV. Its total charge is 0. Its structure (SMILES) is C1Cp2on2O1.

Charges in e, computed with Mulliken, in the same order as the atoms:
1. C -0.47
2. C -0.64
3. P 0.24
4. O -0.37
5. N 0.08
6. O -0.24
7. H 0.30
8. H 0.38
9. H 0.26
10. H 0.46

***

Going by the energies, x) is most stable and the next is 381.9 kJ/mol up.

***

w) # C3H4N4O2

C3H4N4O2 as an isolated structure (the ωB97M-V functional and the def2-TZVPD basis, the Open Molecules 2025 dataset).

CARTESIAN COORDINATES (ANGSTROEM)
C 0.47581 -0.81082 0.11514
C -0.42161 -1.89549 0.11986
C -0.31008 0.30861 0.02660
N -1.66387 -1.48322 0.04898
N -1.66537 -0.15761 -0.00480
N -0.05331 1.65156 0.10460
N -3.43170 0.20206 0.02211
O -3.98413 -0.81244 -0.01403
O -3.67562 1.34511 0.02903
H 1.54413 -0.82138 0.18422
H -0.19935 -2.94205 0.17353
H -0.80549 2.25686 -0.18513
H 0.85989 1.93859 -0.21225

The value obtained for the HOMO energy is -8.15 eV. Its LUMO energy is -0.01060 Eh. For the HOMO-LUMO gap, the calculation gives 7.9 eV. Its total charge is 0.

Charges in e, computed with Mulliken, in the same order as the atoms:
1. C -0.54
2. C -0.44
3. C 0.33
4. N -0.71
5. N 0.29
6. N -0.45
7. N 1.17
8. O -0.39
9. O -0.51
10. H 0.34
11. H 0.42
12. H 0.24
13. H 0.25

***

x) # C3H4N4O2

One molecule with the formula C3H4N4O2 (the ωB97M-V functional and the def2-TZVPD basis, the Open Molecules 2025 dataset).

CARTESIAN COORDINATES (ANGSTROEM)
O 1.49884 -1.57598 0.85859
N 2.11836 -0.75733 0.20951
O 3.27612 -0.77169 -0.12886
N 1.34030 0.30482 -0.35198
C -0.01363 0.28315 -0.19539
C -0.94382 -0.24597 -1.08626
N -2.18586 -0.14787 -0.52994
C -1.98353 0.44188 0.60023
N -0.71566 0.78079 0.90284
H 1.65845 0.40193 -1.39604
H -0.79693 -0.66141 -2.03241
H -2.70664 0.70783 1.37164
H -0.54602 1.23986 1.77808

The value obtained for the HOMO energy is -9.17 eV. Its LUMO energy is 0.00868 Eh. For the HOMO-LUMO gap, the calculation gives 9.4 eV. Its total charge is 0. Its structure (SMILES) is O=[N+]([O-])Nc1cnc[nH]1.

Charges in e, computed with Mulliken, in the same order as the atoms:
1. O -0.54
2. N 1.03
3. O -0.58
4. N -0.38
5. C 0.21
6. C -0.31
7. N -0.61
8. C -0.14
9. N -0.02
10. H 0.35
11. H 0.44
12. H 0.33
13. H 0.21

***

Going by the energies, x) is most stable and the next is 156.1 kJ/mol up.